# 1
{"formula": "C37H36GdN7O2", "method": "the ωB97M-V functional and the def2-TZVPD basis", "largest_force_ev_per_a": 3.139, "mol_weight_g_mol": 768.0, "lumo_ev": [-5.9900, -7.6699], "homo_lumo_gap_ev": [8.150, 6.456], "e_tot_ha": -2730.4668, "total_charge": 2, "spin_multiplicity": 8, "species": ["C", "C", "H", "C", "N", "C", "Gd", "H", "C", "H", "H", "O", "C", "H", "H", "H", "H", "C", "C", "N", "C", "N", "H", "C", "H", "H", "C", "H", "C", "C", "C", "H", "C", "H", "H", "H", "H", "H", "C", "C", "C", "C", "N", "H", "C", "C", "N", "H", "H", "H", "C", "C", "C", "H", "C", "C", "H", "H", "C", "H", "H", "H", "C", "O", "C", "H", "C", "N", "H", "H", "H", "H", "C", "H", "C", "H", "C", "H", "C", "C", "C", "N", "C"], "coordinates": [[3.48054, -0.31147, 1.04998], [2.25014, -0.49685, -2.35566], [-0.90118, -4.06143, 5.32279], [4.70491, -0.43315, -1.13228], [2.30325, -0.24946, 1.68666], [-0.79084, -3.58965, 4.35542], [0.01657, -0.18607, 0.32416], [-2.75701, -2.86236, 0.51263], [2.30792, -0.15382, 3.02120], [-2.26028, 4.40682, -1.50857], [3.29837, -0.47596, -4.22429], [8.13588, 0.07310, -0.38309], [-3.02826, 2.56563, -3.44828], [-0.69529, 2.15749, -4.84774], [0.72669, -3.08793, -1.20103], [-4.13067, 1.32204, 0.63944], [-2.69608, 4.46882, 3.81519], [-0.43703, 1.38944, -1.36800], [-3.04624, 1.21212, 0.52809], [2.29467, -0.47599, -1.02563], [3.46649, -0.12065, 3.79025], [-0.98532, -1.93858, -1.12909], [0.60788, 1.86532, 3.08468], [3.38998, -0.47390, -3.14762], [-3.97030, 3.19307, 2.10038], [-3.58578, -2.06911, -3.23524], [-2.24071, 3.63692, 3.29448], [-2.73589, 1.76396, -0.35857], [-2.95471, -2.43116, 1.49331], [-3.05133, -0.61260, -1.03631], [-0.93240, 3.26347, 3.56577], [-1.24632, 3.81901, -5.10407], [-0.56976, -3.54716, -2.84773], [5.52060, -0.44233, -3.13886], [-2.24052, 5.14379, -3.11801], [-4.09320, -0.95009, -1.06993], [3.39710, -0.04953, 4.86671], [-3.33054, -0.47531, 2.30431], [-1.61823, 3.07163, -3.10489], [5.91552, -0.39289, -0.38197], [-3.42028, -0.98725, 1.34441], [-2.34058, 1.86967, 1.68252], [-2.67945, -0.20217, 0.33356], [1.26285, -0.50979, -2.80251], [-1.79777, -3.24795, -3.42797], [5.91759, -0.30630, 1.02658], [-0.52947, -2.31011, 1.88694], [1.34013, -0.12297, 3.50779], [-2.99109, 1.57090, -3.89814], [1.36591, -3.67784, 4.31707], [-1.90132, -3.24137, 3.60710], [-2.17981, -1.67616, -1.66584], [-0.21305, -2.87688, -1.69968], [-0.32807, 3.79340, 4.28805], [0.53699, -2.72543, 2.58975], [4.68063, -0.17864, 3.15239], [6.85846, -0.26735, 1.55584], [0.22756, 3.50853, -4.17415], [3.48413, -0.41703, -0.41272], [-2.97293, 0.25955, -1.68637], [-3.48906, 3.24215, -4.16886], [0.09101, -4.28773, -3.27601], [4.62324, -0.45080, -2.54377], [7.34870, -1.03703, -2.06379], [4.71116, -0.26854, 1.74387], [-3.77440, -3.00094, 1.92939], [-1.71412, 4.45823, -2.45266], [7.22904, -0.43322, -1.01442], [-0.72264, 4.86371, -2.25008], [-3.66959, 2.53599, -2.56380], [-2.89610, -3.46999, 3.96642], [1.50329, -2.55217, 2.13561], [-2.61513, -2.31128, -2.82141], [-4.48239, -0.98816, 1.07404], [-0.97516, 2.14022, -2.16241], [-2.11525, -3.74725, -4.33368], [-0.77726, 3.14338, -4.38767], [5.61149, -0.15263, 3.70473], [-2.94995, 2.92648, 2.34273], [-1.74520, -2.63761, 2.36494], [-0.40715, 2.18579, 2.88652], [-1.08692, 1.48446, 1.96566], [0.46339, -3.36306, 3.81137]]}

***

# 2
{"formula": "C26H35B2Cl39FN2O5", "method": "the ωB97M-V functional and the def2-TZVPD basis", "largest_force_ev_per_a": 10.072, "mol_weight_g_mol": 1878.9, "lumo_ev": -5.4270, "homo_lumo_gap_ev": 6.383, "e_tot_ha": -19593.8007, "total_charge": 1, "species": ["Cl", "C", "Cl", "Cl", "B", "C", "H", "Cl", "H", "C", "Cl", "C", "H", "Cl", "C", "H", "Cl", "C", "Cl", "Cl", "H", "H", "Cl", "H", "H", "H", "O", "Cl", "C", "H", "Cl", "H", "C", "Cl", "C", "C", "Cl", "Cl", "B", "C", "H", "Cl", "Cl", "O", "Cl", "H", "Cl", "H", "Cl", "Cl", "Cl", "H", "Cl", "H", "H", "H", "C", "C", "Cl", "H", "C", "H", "C", "Cl", "C", "H", "C", "N", "F", "C", "N", "H", "Cl", "C", "H", "C", "H", "Cl", "H", "Cl", "H", "Cl", "O", "C", "H", "H", "Cl", "C", "Cl", "H", "Cl", "H", "H", "C", "H", "H", "H", "Cl", "C", "O", "Cl", "H", "Cl", "Cl", "Cl", "O", "Cl", "Cl", "C", "C"], "coordinates": [[-9.34144, 0.82106, 8.01908], [-2.70107, 3.53779, 0.62353], [-12.28373, 4.04314, 8.84733], [0.68085, -2.68184, 5.53338], [3.69509, 4.13780, -2.69238], [1.04735, 2.87670, -2.81808], [7.77303, 8.53646, -5.35725], [-10.95770, 1.47026, 5.68453], [2.18865, -8.03333, 0.22627], [-7.80570, -0.66849, 2.37230], [-4.24466, 3.41556, 6.66380], [1.81702, -7.98701, 1.25311], [4.57056, -0.30292, -3.99357], [-4.14770, -2.73822, -1.30927], [8.07472, -0.07420, -0.97458], [5.91739, 1.01634, -4.16320], [-2.35188, 3.19393, 2.32628], [5.35817, 0.32962, -3.39196], [7.40701, 6.23943, -5.73675], [-5.66349, 2.28613, 4.38462], [-7.64752, 0.39872, 2.19706], [-1.91789, -1.43519, -1.14658], [-0.04509, 0.58624, -8.29707], [5.30933, 5.34534, -3.95097], [-2.62427, -5.92341, 5.31550], [-0.76084, -0.92063, -6.63234], [2.70118, -1.90094, -4.88082], [-3.19621, -5.01409, 0.23963], [-11.96205, 5.21518, 7.55800], [1.35913, -3.24389, 7.71935], [-11.66930, 6.82456, 8.23891], [0.88661, -0.24523, 0.16044], [8.37647, -1.56999, -0.36488], [-0.56288, -1.92197, 8.05521], [0.39282, -3.15577, 7.21623], [-2.44192, -5.48976, 4.32892], [4.37814, -8.71928, -0.74617], [-9.49354, -1.05222, 1.99350], [-0.29250, -0.71411, -2.58011], [6.47525, -0.71257, -2.71137], [-0.73227, 0.78592, 0.00457], [-6.70932, -1.57597, 1.31690], [-5.82252, 5.14313, 4.92893], [3.27649, 5.36566, -1.92771], [5.49801, 8.23866, -4.81872], [6.64911, -9.34544, -0.67552], [-1.60468, 2.63030, -0.43186], [-2.86084, 4.19665, -2.45184], [5.99440, -9.36847, 1.58838], [-7.45652, -1.01234, 4.07505], [-0.42005, -4.72846, 7.28934], [-0.26596, -2.36199, -0.88658], [-4.38891, 3.15406, 0.24474], [8.27073, -2.37465, -1.22296], [4.99023, 3.57744, -4.52628], [-4.04754, -5.00175, -1.95796], [2.74404, -2.38072, -3.62999], [5.13021, 4.23506, -3.55171], [-2.67848, 0.37753, -7.07027], [9.36224, -1.65853, 0.25961], [-3.39227, -4.33911, -1.38684], [3.81920, -1.42292, -1.85987], [-0.74561, -1.28937, -1.08222], [-0.36533, 1.07563, -5.44366], [2.71259, 2.81943, -2.66115], [7.48269, -1.79995, 0.39261], [-0.29413, -0.28987, 0.15910], [0.14011, 1.69585, -2.76624], [2.79407, -3.87738, -3.42846], [-0.93875, 0.13877, -6.83400], [0.71164, 0.46998, -2.61886], [5.97250, -1.04769, -1.68178], [2.94634, -8.86847, 2.29576], [2.69946, -1.47934, -2.25088], [-2.54289, 4.60499, 0.44830], [-3.03875, 5.25605, -2.65350], [0.59516, 3.97088, -2.93689], [1.72322, -6.28494, 1.73654], [2.43900, 5.03942, -1.44640], [-2.46533, 6.19291, -1.26317], [9.08559, 0.54342, -0.84750], [-2.14509, 5.70353, -4.11658], [-0.76387, -1.29802, -3.86805], [3.30126, 1.26622, -2.45684], [2.11559, -2.09692, -1.41335], [-8.68673, 0.84409, 5.75518], [-4.77848, 5.49482, -2.88978], [2.15017, 0.05206, -2.45110], [-13.31002, 5.26168, 6.40894], [6.62580, -1.63928, -3.41435], [0.21218, -8.73654, 1.30028], [-0.59751, -0.72826, 1.22735], [-1.60867, -0.81120, -4.11074], [-9.32554, 1.47932, 6.37409], [-3.91831, 3.86998, 4.37439], [6.05226, 3.86597, -2.89020], [-11.06339, 4.89941, 7.02196], [-0.89450, -6.10678, 3.72532], [6.01030, -8.71022, -0.05661], [7.75417, -0.04507, -2.41015], [-1.82887, -4.24982, -2.21590], [7.28316, 0.45800, -0.28316], [7.83050, 7.59872, -3.19582], [-3.76568, -5.97138, 3.25415], [6.67956, -7.06964, -0.06388], [4.74254, 1.04442, -2.26330], [-2.38622, -3.72665, 4.49577], [-8.65628, 3.11989, 6.36683], [-4.79556, 3.70117, 5.00414], [7.20295, 7.75701, -4.84526]]}

***

# 3
{"formula": "C16H32Cl8O12", "method": "the ωB97M-V functional and the def2-TZVPD basis", "largest_force_ev_per_a": 4.337, "mol_weight_g_mol": 700.0, "lumo_ev": 0.3408, "homo_lumo_gap_ev": 10.843, "e_tot_ha": -5213.1934, "species": ["H", "Cl", "O", "C", "C", "O", "C", "H", "C", "C", "H", "O", "H", "H", "H", "H", "C", "H", "H", "O", "H", "C", "O", "H", "Cl", "C", "H", "O", "H", "O", "Cl", "H", "C", "H", "C", "H", "C", "C", "H", "H", "Cl", "H", "Cl", "C", "H", "O", "H", "C", "H", "Cl", "O", "H", "H", "H", "O", "H", "Cl", "H", "H", "H", "C", "H", "O", "Cl", "C", "H", "O", "H"], "coordinates": [[8.17188, 18.75778, -0.00278], [14.78518, 15.97952, -6.38314], [10.82358, 17.06369, 1.18103], [15.79917, 21.44441, 0.83524], [7.21635, 19.27529, -0.08791], [14.16040, 18.60874, -3.12061], [15.42062, 19.25500, -3.58037], [15.35169, 15.68809, 4.03470], [7.85054, 16.46707, 2.91586], [10.14343, 16.93562, 2.28899], [8.51850, 23.72986, 0.40655], [10.63960, 16.84732, 3.43340], [12.61337, 18.12139, 1.40583], [11.50849, 19.28060, -0.17571], [18.24759, 20.68962, -3.36538], [14.90697, 17.19930, 4.84071], [12.24079, 17.12537, 1.16662], [2.03337, 17.11354, 0.16864], [7.87115, 16.95277, 3.89145], [6.20013, 18.30136, -0.04176], [12.50806, 16.82561, 0.15330], [19.12254, 20.75822, -2.71897], [15.16440, 17.37703, 2.76605], [16.04080, 19.16921, -2.68811], [14.21906, 20.99540, 1.67145], [4.91373, 18.76394, 0.20670], [15.75663, 18.63348, -4.41037], [13.78105, 20.17709, -1.47165], [16.60709, 21.68520, 1.52617], [12.22539, 18.49904, -1.95156], [15.57324, 22.98002, -0.02963], [15.26197, 20.26516, -3.95789], [16.68792, 17.61969, -0.35560], [8.06633, 15.41196, 3.08403], [8.20993, 23.41481, -0.59026], [10.26028, 18.56306, -1.18318], [15.76316, 16.84373, 1.69936], [2.67843, 17.94167, 0.46223], [7.11545, 19.95438, 0.75870], [13.48293, 15.74568, -4.39493], [8.96259, 21.85179, -1.11206], [16.85745, 18.60799, -0.78295], [15.69803, 15.78385, -3.60647], [14.42417, 15.31398, -4.73522], [19.95240, 20.36756, -3.30788], [4.06192, 17.66426, 0.12870], [16.26220, 16.93857, -1.09244], [13.43407, 19.19911, -2.15859], [14.28109, 14.23725, -4.82619], [8.66004, 24.71830, -1.76170], [16.00649, 17.88821, 0.84745], [13.71938, 16.44379, 3.94846], [2.60055, 18.24545, 1.50615], [16.07544, 20.59069, 0.21642], [15.93346, 15.62306, 1.54673], [11.01164, 20.05520, -1.71593], [19.51386, 22.47237, -2.24484], [7.13021, 19.94229, -0.94570], [6.91601, 16.58903, 2.36824], [2.30982, 18.79201, -0.11150], [14.79499, 16.61876, 3.92499], [17.65148, 17.26166, 0.00698], [8.83724, 16.79724, 1.98156], [18.87933, 19.81298, -1.23231], [11.20284, 19.10994, -1.20796], [7.12842, 23.28359, -0.62544], [4.58931, 19.97585, 0.23979], [12.72040, 16.36378, 1.78149]]}

***

# 4
{"formula": "C5H9NO", "method": "the ωB97M-V functional and the def2-TZVPD basis", "largest_force_ev_per_a": 1.190, "mol_weight_g_mol": 99.1, "lumo_ev": 0.5719, "homo_lumo_gap_ev": 11.499, "e_tot_ha": -325.8955, "species": ["C", "H", "O", "C", "N", "H", "C", "H", "H", "H", "C", "H", "H", "C", "H", "H"], "coordinates": [[0.15491, -0.28384, -0.13445], [1.69885, 1.03555, -0.97597], [-1.50165, 1.15809, 0.88511], [-1.29177, -0.09335, 0.28319], [0.07389, -2.57583, -1.42460], [0.36637, 0.71360, -2.07900], [0.61808, 0.88382, -1.03092], [0.72822, -1.25883, 1.73639], [-1.58170, -0.84701, 1.01692], [0.14806, 1.79046, -0.68784], [1.04088, -0.41598, 1.11133], [2.08585, -0.57762, 0.83479], [-1.95606, -0.24932, -0.56880], [0.16445, -1.56100, -0.87404], [-1.72232, 1.78354, 0.20052], [0.97394, 0.49770, 1.70738]]}